# 1
Here is a structure of composition C19H20ClIN2Ti from OMol25. Energies are from the ωB97M-V functional and the def2-TZVPD basis.

Geometry as XYZ:
```
44
Properties=species:S:1:pos:R:3:forces:R:3:mulliken_spin:R:1
C 3.744211 4.411623 0.364391 0.0042 -0.0577 0.0258 0.00
C 4.928011 3.513023 -0.005909 -0.0278 0.0711 0.0272 0.00
H 3.420711 5.014123 -0.491409 0.0199 -0.1082 0.1205 0.00
H 4.007211 5.099923 1.175091 -0.0198 -0.0797 -0.1423 0.00
H 2.885211 3.818723 0.697291 0.1551 0.1331 -0.0461 0.00
H 4.621711 2.716623 -0.693009 0.0500 0.1161 0.0655 0.00
H 5.723311 4.086223 -0.494909 -0.0872 -0.1027 0.0849 0.00
H 5.358611 3.038223 0.882391 -0.0746 0.0405 -0.1357 0.00
C -2.652789 1.223623 -1.452109 -0.7331 0.1613 -0.2139 0.01
C -3.863089 1.157323 -2.132609 0.5302 0.2716 0.4672 0.04
C -4.114089 0.058523 -2.952909 0.4334 -0.5621 -0.1220 0.05
C -3.146189 -0.932977 -3.062509 -0.4770 0.3867 -0.0063 0.01
H -2.391789 2.051023 -0.796309 -0.1967 -0.1520 -0.1768 0.01
H -4.589389 1.954923 -2.016909 0.1291 -0.1128 0.0074 0.00
H -5.048189 -0.026877 -3.499409 0.1267 0.0075 0.0701 0.01
H -3.322389 -1.795277 -3.695309 0.0201 0.1400 0.0988 0.01
N -1.715189 0.267823 -1.555309 0.7442 -0.2612 -0.2484 0.01
C -1.948089 -0.807577 -2.351409 0.4306 -0.6572 -0.1514 0.07
C -0.866089 -1.803277 -2.403409 -0.8176 0.1250 -0.1863 0.15
N 0.239411 -1.528377 -1.649409 -0.0402 0.7013 -0.5949 0.12
C 1.262211 -2.404677 -1.658109 0.1481 -1.0728 -0.5222 0.09
C 0.121411 -3.868177 -3.173209 -0.7628 0.2626 -0.2613 0.14
C 1.244511 -3.576977 -2.399709 0.4768 0.6985 0.7627 0.02
H 2.112511 -2.135577 -1.041909 0.0208 -0.0942 -0.0379 -0.01
H 2.099211 -4.243977 -2.366009 -0.1080 0.0993 0.0026 0.00
C -0.937989 -2.969977 -3.170109 0.3692 -0.3674 -0.0180 -0.05
H -1.822589 -3.172877 -3.762509 0.1346 -0.0024 0.0779 0.01
H 0.071011 -4.775677 -3.766309 0.0028 0.1339 0.0802 0.01
Ti 0.186111 0.235623 -0.572809 -1.2353 -0.8851 1.0015 1.39
I -0.024189 2.463523 0.714891 0.5003 1.0595 0.1971 -0.01
Cl -2.861489 0.584023 2.209891 0.4572 -0.2665 0.2848 0.00
C -1.428689 0.102623 3.110691 0.6486 -0.1516 0.7333 -0.01
C -1.333589 0.443023 4.467991 0.2837 -0.2006 -0.3023 0.00
C -0.215189 0.058223 5.216691 -0.1285 -0.0713 -0.5010 -0.01
C 0.812111 -0.668677 4.615291 -0.2784 0.0964 -0.3334 0.00
C 0.725911 -1.008977 3.264691 -0.4900 0.5878 0.8271 0.00
C -0.389289 -0.625877 2.501691 -0.2386 -0.6369 -0.6871 -0.02
C -0.429489 -1.049277 1.066991 -0.3901 -1.3963 -0.8190 -0.04
H -2.125389 1.003123 4.945991 -0.0682 0.0084 -0.0831 0.00
H -0.147489 0.319423 6.265291 -0.0740 0.0364 -0.0444 0.00
H 1.674111 -0.973977 5.195191 -0.0118 0.0139 0.0075 0.00
H 1.529011 -1.579077 2.813291 -0.1309 0.0190 -0.1462 0.00
H -1.346389 -1.595877 0.762191 -1.1145 1.6026 0.1638 0.01
H -0.047489 -2.077277 0.893591 1.8195 0.4662 0.6742 0.01
```
Forces are in eV/Å.

Summary:
frontier orbital gap (spin up / spin down): 5.62 / 7.34 eV
net charge: 0
multiplicity: 3
total energy: -2452.8750 a.u.
energy relative to the best compared isomer or geometry (same formula, charge and spin): 2.92 kcal per mole
E_LUMO (spin up / spin down): -0.24 / -0.61 eV
E_HOMO (spin up / spin down): -0.2153 / -0.2920 hartree


# 2
Here is a structure of composition C19H20ClIN6OSiV from OMol25. Energies are from the ωB97M-V functional and the def2-TZVPD basis.

Geometry as XYZ:
```
50
Properties=species:S:1:pos:R:3:forces:R:3:mulliken_spin:R:1
V 9.566716 10.137057 8.660338 -1.4512 -0.0692 1.7223 2.34
Cl 14.095924 15.447814 7.968483 0.1533 0.1140 0.0994 0.00
C 13.713415 13.785325 8.254440 0.9116 -2.0256 0.6001 0.00
C 14.790648 12.813431 8.446275 -0.5558 1.0770 -1.0124 0.00
C 14.537879 11.459337 8.508002 -1.0118 0.4185 0.3600 0.00
I 15.893129 9.858329 8.407483 0.0757 0.7041 0.1271 0.00
C 13.179040 11.001858 8.713674 0.3891 -1.0059 0.2031 -0.03
O 12.943006 9.823412 9.051386 -0.6774 0.2948 -0.1103 0.00
C 12.120948 11.961536 8.450406 -1.0226 0.1391 -0.6794 0.07
N 10.851527 11.477209 8.214431 1.5320 2.1110 -0.1474 0.01
C 9.837598 12.317304 7.930594 0.6092 -0.8885 -0.0631 0.07
C 10.008002 13.705009 7.889847 -0.4507 0.7966 -0.2711 -0.02
C 11.256962 14.269629 7.981733 0.1037 -1.7779 0.2382 0.05
C 12.381075 13.345940 8.235901 0.2036 1.7752 -0.3965 0.01
H 15.835435 13.160523 8.407565 -0.6457 -0.0336 -0.0072 0.00
H 8.847659 11.834700 7.669188 0.8482 0.8476 0.1807 0.01
H 9.084176 14.271084 7.744370 0.5395 0.1789 -0.0920 0.00
H 11.395856 15.340562 7.835687 0.1527 -0.3994 0.2225 0.00
N 5.291178 10.339045 9.668101 2.5128 0.1166 0.3767 0.00
C 6.071395 10.326326 8.563106 0.3862 -0.5491 1.5666 0.02
N 7.333424 10.153269 8.974738 0.3982 -0.2128 -1.0927 0.04
C 7.287082 10.085033 10.332516 -0.8766 0.3366 -0.3023 0.00
N 6.077310 10.240126 10.821002 -1.6952 -0.0353 -1.2724 0.06
C 8.442842 9.918609 11.152800 0.8299 -0.4316 2.0644 0.18
C 8.280143 10.005306 12.558520 -0.4520 -0.8461 -0.7639 -0.06
N 9.290865 9.880469 13.385031 0.0706 0.7196 0.2630 0.17
C 10.517251 9.839833 12.809556 0.0119 -0.3435 1.0377 0.01
C 10.715986 9.634563 11.484196 1.2085 0.7640 -0.1483 0.11
N 9.689162 9.652440 10.610799 -1.9357 1.1333 -0.9773 -0.02
H 4.331474 10.570491 9.748540 -0.7604 0.0346 0.0938 0.00
H 5.712398 10.335075 7.540401 0.0999 0.1597 0.2547 0.00
H 7.255108 10.064358 12.969054 0.7291 0.1341 -0.2052 0.00
H 11.357276 9.970359 13.500259 -0.2178 -0.3039 -0.3886 0.00
H 11.733347 9.661319 11.082255 -0.4253 -0.3986 -0.1842 0.01
C 10.750859 6.349166 5.771791 -0.0836 -0.2056 0.1875 0.00
Si 10.403946 8.165724 6.084792 -0.6301 0.5231 0.4997 0.00
C 11.930316 9.253064 5.815876 0.1528 -0.1919 -0.7206 0.01
C 9.046239 8.817346 4.837865 -0.0727 -0.4390 0.5599 0.00
C 9.913045 8.447096 7.897751 0.5485 -2.9647 -1.3391 -0.09
H 11.328426 6.286914 4.847268 -0.2085 -0.2543 -0.1745 0.00
H 9.838842 5.714237 5.728868 0.5721 0.4441 -0.1336 0.00
H 11.401415 5.942255 6.557657 -0.1617 0.1302 -0.0618 0.00
H 12.520003 8.889313 4.942577 -0.2952 0.3098 0.5019 0.00
H 12.611770 9.358368 6.680384 -0.4817 -0.2394 -0.3232 0.00
H 11.537443 10.248845 5.549519 0.2978 -0.1381 0.0877 0.00
H 9.281318 8.483077 3.830500 0.1488 -0.0887 -0.1936 0.00
H 9.161646 9.896794 4.825053 -0.1076 0.3584 -0.0318 0.00
H 7.957018 8.592670 4.975865 0.9763 -0.0086 0.2786 0.00
H 10.725005 7.967116 8.480316 0.1077 0.3117 -0.2666 0.02
H 9.057827 7.805664 8.145966 -0.3504 -0.0811 -0.1663 0.01
```
Forces are in eV/Å.

Summary:
frontier orbital gap (spin up / spin down): 5.49 / 6.18 eV
net charge: 0
multiplicity: 4
total energy: -3131.1131 a.u.
energy relative to the best compared isomer or geometry (same formula, charge and spin): 1.46 kcal per mole
E_LUMO (spin up / spin down): -0.77 / -0.71 eV
E_HOMO (spin up / spin down): -0.2302 / -0.2533 hartree


| no. | largest force on an atom (eV Å⁻¹) |
| --- | --- |
| 1 | 2.00 |
| 2 | 3.30 |